Entry 1:
{
  "formula": "C20H21FN4O2S",
  "method": "ωB97M-V/def2-TZVPD",
  "species": ["C", "C", "N", "C", "O", "C", "C", "C", "O", "N", "C", "C", "C", "C", "F", "C", "C", "C", "S", "N", "C", "C", "C", "C", "C", "N", "C", "C", "H", "H", "H", "H", "H", "H", "H", "H", "H", "H", "H", "H", "H", "H", "H", "H", "H", "H", "H", "H", "H"],
  "positions_angstrom": [[-0.5822, -5.3839, 1.7821], [-0.3811, -5.4892, 0.2746], [-0.4069, -4.1842, -0.3492], [0.6752, -3.6253, -0.9102], [1.7543, -4.1678, -1.0231], [0.4384, -2.1973, -1.4206], [0.1991, -1.2217, -0.2530], [-1.2897, -1.0320, 0.0077], [-2.1020, -1.8972, 0.2383], [-1.5409, 0.3025, -0.1289], [-2.8242, 0.8883, 0.0048], [-3.2839, 1.7773, -0.9587], [-4.5350, 2.3484, -0.8220], [-5.3107, 2.0065, 0.2714], [-6.5317, 2.5561, 0.4034], [-4.8712, 1.1120, 1.2314], [-3.6143, 0.5537, 1.0973], [-0.3725, 1.0122, -0.4086], [-0.2507, 2.6374, -0.5276], [0.6341, 0.1264, -0.5307], [2.0164, 0.5164, -0.6182], [2.6186, 0.8140, 0.7648], [4.0220, 1.3177, 0.6023], [4.2700, 2.6646, 0.3634], [5.5805, 3.0785, 0.1874], [6.6157, 2.2574, 0.2302], [6.3804, 0.9765, 0.4524], [5.1102, 0.4547, 0.6420], [-1.5237, -4.8853, 2.0032], [-0.5999, -6.3754, 2.2253], [0.2280, -4.8164, 2.2337], [0.5892, -5.9341, 0.0441], [-1.1706, -6.1064, -0.1659], [-1.2394, -3.6241, -0.2021], [1.3316, -1.8961, -1.9686], [-0.4105, -2.1841, -2.1063], [0.6979, -1.6072, 0.6475], [-2.6668, 2.0257, -1.8069], [-4.9114, 3.0465, -1.5521], [-5.5047, 0.8668, 2.0686], [-3.2492, -0.1441, 1.8336], [2.5775, -0.2830, -1.1058], [2.0672, 1.4178, -1.2348], [2.6118, -0.0943, 1.3707], [2.0044, 1.5729, 1.2535], [3.4566, 3.3730, 0.3206], [5.8165, 4.1183, 0.0031], [7.2539, 0.3383, 0.4790], [4.9725, -0.6012, 0.8211]],
  "mulliken_charge": [-1.084, -0.569, -0.096, 0.677, -0.667, -1.013, 0.184, 0.359, -0.739, 0.349, 0.066, -0.225, -0.728, 0.364, -0.323, -0.683, -0.311, 0.282, -0.280, 0.201, -1.113, -0.506, 0.363, -0.371, -0.352, -0.624, -0.354, -0.349, 0.294, 0.381, 0.278, 0.367, 0.313, 0.213, 0.334, 0.445, 0.173, 0.503, 0.425, 0.418, 0.403, 0.265, 0.422, 0.416, 0.365, 0.402, 0.369, 0.371, 0.387],
  "total_energy_ev": -44690.760,
  "smiles": "CCNC(=O)C[C@@H]1C(=O)N(c2ccc(F)cc2)C(=S)N1CCc1ccncc1",
  "lumo_ev": 0.22,
  "e_homo_ev": -8.93
}

---

Entry 2:
{
  "formula": "C31H30N4O4PV",
  "method": "ωB97M-V/def2-TZVPD",
  "species": ["V", "O", "C", "C", "C", "C", "C", "C", "C", "N", "N", "C", "O", "C", "C", "C", "C", "C", "C", "H", "H", "H", "H", "H", "H", "H", "H", "H", "H", "C", "C", "C", "C", "C", "C", "C", "C", "C", "C", "C", "C", "C", "C", "C", "H", "H", "H", "H", "H", "H", "H", "H", "H", "H", "N", "C", "P", "O", "O", "C", "N", "H", "H", "H", "H", "H", "H", "H", "H", "H", "H"],
  "positions_angstrom": [[0.4745, 0.9841, -1.1226], [-1.0791, 1.3320, -1.3840], [-2.0114, 2.3078, -1.4515], [-3.3560, 2.0475, -1.6346], [-4.2515, 3.1060, -1.7210], [-3.8004, 4.4155, -1.6362], [-2.4538, 4.6754, -1.4455], [-1.5377, 3.6317, -1.3349], [-0.1223, 3.8899, -1.1276], [0.7344, 2.9659, -0.8527], [2.0590, 3.3047, -0.7407], [2.8120, 2.2639, -0.8506], [2.2253, 1.0690, -1.0639], [4.2644, 2.3864, -0.7668], [5.0470, 1.2993, -0.3735], [6.4196, 1.4303, -0.2699], [7.0228, 2.6445, -0.5673], [6.2500, 3.7278, -0.9653], [4.8757, 3.6066, -1.0596], [-3.7063, 1.0222, -1.6792], [-5.3049, 2.9035, -1.8591], [-4.4992, 5.2362, -1.7171], [-2.1016, 5.6971, -1.3740], [0.2323, 4.9149, -1.2120], [4.5711, 0.3694, -0.0829], [7.0209, 0.5906, 0.0524], [8.0953, 2.7520, -0.4779], [6.7227, 4.6710, -1.2022], [4.2653, 4.4443, -1.3650], [0.3407, -0.0698, 0.3630], [-0.1766, -0.9418, 1.3092], [-1.0734, -1.6017, 2.0306], [-0.6711, -2.7605, 2.8588], [-0.0122, -3.8431, 2.2811], [0.3148, -4.9509, 3.0469], [-0.0086, -4.9821, 4.3952], [-0.6432, -3.8953, 4.9817], [-0.9783, -2.7897, 4.2183], [-2.4944, -1.1736, 2.0017], [-2.8592, 0.1340, 1.6593], [-4.1876, 0.5218, 1.6877], [-5.1750, -0.3849, 2.0509], [-4.8276, -1.6876, 2.3697], [-3.4978, -2.0798, 2.3501], [0.2115, -3.8318, 1.2196], [0.8164, -5.7952, 2.5926], [0.2273, -5.8544, 4.9895], [-0.8836, -3.9124, 6.0362], [-1.4671, -1.9379, 4.6745], [-2.0968, 0.8659, 1.4274], [-4.4536, 1.5442, 1.4535], [-6.2077, -0.0660, 2.1022], [-5.5905, -2.4008, 2.6518], [-3.2394, -3.0985, 2.6044], [-1.7689, -1.3366, -3.4326], [-1.0875, -1.9003, -2.2269], [0.5856, -1.0081, -2.2956], [1.2283, -0.8995, 1.0296], [0.7848, -0.8993, -3.7850], [1.7369, -2.3334, -1.6274], [3.0875, -1.6935, -1.4794], [-2.2244, -0.4471, -3.2312], [-2.4478, -1.9622, -3.8624], [-0.9652, -1.1407, -4.0985], [-0.9548, -2.9688, -2.3821], [-1.6412, -1.7093, -1.3100], [1.8124, -3.1584, -2.3329], [1.3990, -2.6906, -0.6572], [3.7550, -2.2837, -0.9840], [2.9957, -0.7885, -0.9916], [3.4697, -1.4776, -2.4035]],
  "mulliken_charge": [-0.114, -0.370, 0.651, -0.428, -0.771, -0.803, -0.847, 0.538, -0.306, 0.650, -1.073, 0.533, -0.347, 0.485, -0.272, -0.797, -0.436, -0.708, -0.414, 0.398, 0.472, 0.442, 0.466, 0.462, 0.287, 0.416, 0.418, 0.408, 0.468, 0.856, -0.105, 1.074, -0.126, -0.260, -0.825, -0.456, -0.828, -0.022, 0.514, -0.416, -0.730, -0.516, -0.850, -0.245, 0.294, 0.417, 0.423, 0.414, 0.503, 0.530, 0.511, 0.437, 0.428, 0.523, -0.135, -0.996, 1.184, -0.605, -0.994, -0.587, 0.026, 0.103, 0.414, 0.454, 0.552, 0.181, 0.528, 0.100, 0.417, -0.020, 0.428],
  "total_charge": 2,
  "total_energy_ev": -81744.519,
  "lumo_ev": -6.29,
  "e_homo_ev": -13.23
}

---

Entry 3:
{
  "formula": "C5H10O2",
  "method": "ωB97M-V/def2-TZVPD",
  "species": ["O", "C", "C", "C", "C", "O", "C", "H", "H", "H", "H", "H", "H", "H", "H", "H", "H"],
  "positions_angstrom": [[2.2833, 0.3697, 0.6576], [1.5676, -0.6865, 0.0369], [0.1027, -0.3922, 0.3777], [-0.3574, 1.0961, 0.4366], [-1.7737, 1.0146, -0.1178], [-1.8012, -0.1175, -0.9990], [-0.7606, -1.0779, -0.6822], [3.1183, 0.5337, 0.2258], [1.7224, -0.9821, -1.0603], [1.8918, -1.6221, 0.4894], [-0.1352, -0.8279, 1.3599], [-0.3741, 1.5456, 1.4442], [0.2536, 1.7483, -0.1920], [-2.0471, 1.9473, -0.6487], [-2.5212, 0.8699, 0.6713], [-0.3005, -1.2152, -1.6650], [-0.8684, -2.2039, -0.3343]],
  "mulliken_charge": [-0.483, -0.602, 0.322, -0.594, -0.426, -0.431, -0.607, 0.287, 0.314, 0.294, 0.219, 0.293, 0.270, 0.281, 0.266, 0.325, 0.271],
  "total_energy_ev": -9440.439,
  "smiles": "OC[C@H]1CCOC1",
  "lumo_ev": 0.84,
  "e_homo_ev": -9.40
}

---

Entry 4:
{
  "formula": "C6H11NOS",
  "method": "ωB97M-V/def2-TZVPD",
  "species": ["C", "C", "C", "C", "C", "C", "N", "O", "S", "H", "H", "H", "H", "H", "H", "H", "H", "H", "H", "H"],
  "positions_angstrom": [[-0.9226, 0.5801, -1.1426], [-1.4598, 1.3481, 0.0515], [0.3796, -0.1980, -0.9050], [0.2946, -1.3959, 0.1698], [1.0858, -0.2328, 0.2777], [0.8788, -2.7758, -0.1383], [0.4578, 1.8005, 1.8570], [-0.9215, 3.7069, 1.0096], [-0.1424, 2.5556, 0.5453], [-1.6348, -0.1453, -1.5837], [-0.5660, 1.4020, -1.9543], [-2.4734, 1.7731, 0.0998], [-1.3146, 0.5694, 0.8557], [1.0318, -0.4238, -1.7969], [-0.7313, -1.2366, 0.5741], [2.0463, -0.1308, 0.5455], [1.5516, -2.7696, -1.0073], [0.0461, -3.4919, -0.4096], [1.2056, -3.3263, 0.7662], [1.1883, 2.3913, 2.1853]],
  "mulliken_charge": [-0.816, -0.617, -0.015, 0.163, -0.329, -1.330, -0.510, -0.603, 0.496, 0.323, 0.314, 0.447, 0.180, 0.371, 0.312, 0.376, 0.323, 0.329, 0.331, 0.255],
  "total_energy_ev": -20766.539,
  "lumo_ev": [-0.48, -1.55],
  "e_homo_ev": [-8.42, -7.83]
}

---

Entry 5:
{
  "formula": "C3H7NO3",
  "method": "ωB97M-V/def2-TZVPD",
  "species": ["O", "C", "N", "C", "O", "C", "H", "H", "H", "H", "H", "H", "H", "O"],
  "positions_angstrom": [[-1.0439, 2.0118, 1.5825], [-0.7801, 1.0373, 0.8680], [-1.7936, 0.6103, 0.0266], [-1.9350, -0.6859, -0.4906], [-2.5716, -0.8561, -1.5540], [0.5965, 0.4887, 0.6960], [-2.6540, 1.2254, -0.0295], [-1.3889, -1.5039, -0.0341], [0.8694, -0.5391, 0.9362], [0.8112, 0.7832, -0.3624], [1.2866, 0.9853, 1.3849], [3.0357, -0.9336, -1.7328], [2.8448, -1.7569, -0.4676], [2.7230, -0.8666, -0.8233]],
  "mulliken_charge": [-0.775, 0.529, -0.088, -0.281, -0.763, -0.977, 0.257, 0.343, 0.252, 0.183, 0.338, 0.317, 0.307, -0.643],
  "multiplicity": 2,
  "total_charge": -1,
  "total_energy_ev": -10856.164,
  "lumo_ev": [3.19, 3.02],
  "e_homo_ev": [0.56, -4.09],
  "s_squared": 0.766
}

---

Entry 6:
{
  "formula": "C3H3InO3",
  "method": "ωB97M-V/def2-TZVPD",
  "species": ["H", "O", "C", "C", "O", "C", "O", "In", "H", "H"],
  "positions_angstrom": [[-0.2215, 3.0830, -0.2039], [1.9274, 0.4926, 0.1991], [1.7419, -0.7642, 0.2952], [0.4922, -1.4206, 0.1070], [-0.4037, -0.4239, -0.3928], [-1.6369, -0.8459, -0.0428], [-2.3740, 0.2267, -0.1271], [0.3220, 1.5138, -0.2739], [2.6213, -1.4021, 0.4670], [-3.2214, 0.0907, 0.3169]],
  "mulliken_charge": [0.031, -0.527, 0.398, -0.399, -0.002, -0.087, -0.291, 1.012, 0.424, 0.442],
  "multiplicity": 2,
  "total_charge": 1,
  "total_energy_ev": -14461.529,
  "lumo_ev": [-5.46, -6.16],
  "e_homo_ev": [-13.72, -13.45],
  "s_squared": 0.761
}

---

Entry 7:
{
  "formula": "C22H23N3O3S",
  "method": "ωB97M-V/def2-TZVPD",
  "species": ["C", "C", "C", "C", "C", "N", "C", "O", "C", "C", "C", "C", "N", "S", "O", "O", "C", "C", "C", "C", "C", "C", "C", "C", "N", "C", "C", "C", "C", "H", "H", "H", "H", "H", "H", "H", "H", "H", "H", "H", "H", "H", "H", "H", "H", "H", "H", "H", "H", "H", "H", "H"],
  "positions_angstrom": [[-5.8085, -0.7963, 0.2196], [-4.3208, -0.9502, 0.1245], [-3.5838, -1.4293, 1.1998], [-2.2169, -1.5822, 1.0924], [-1.5527, -1.2673, -0.0892], [-0.1511, -1.3792, -0.0896], [0.6804, -1.8619, -1.0344], [0.3514, -2.4741, -2.0279], [2.1597, -1.5882, -0.7056], [2.8951, -2.8849, -0.3344], [2.7919, -2.8998, 1.1902], [2.9512, -1.4242, 1.5507], [2.2988, -0.7195, 0.4511], [2.7743, 0.8537, 0.1521], [3.6592, 0.9036, -0.9811], [3.2288, 1.4184, 1.3845], [1.2396, 1.6390, -0.3552], [1.2185, 2.3034, -1.5484], [0.0612, 2.9773, -1.9706], [-1.0566, 2.9783, -1.1819], [-1.0630, 2.3034, 0.0553], [-2.1871, 2.2673, 0.9075], [-2.1032, 1.6005, 2.0977], [-0.8999, 0.9454, 2.4151], [0.1536, 0.9382, 1.6467], [0.1086, 1.6162, 0.4840], [-2.2718, -0.7693, -1.1791], [-1.5971, -0.3679, -2.4501], [-3.6471, -0.6301, -1.0447], [-6.1131, -0.5871, 1.2425], [-6.1590, 0.0056, -0.4260], [-6.2980, -1.7185, -0.0947], [-4.0822, -1.6838, 2.1238], [-1.6442, -1.9553, 1.9291], [0.3221, -1.0018, 0.7296], [2.6033, -1.1114, -1.5863], [2.4359, -3.7504, -0.8080], [3.9388, -2.8223, -0.6425], [3.5539, -3.5195, 1.6576], [1.8080, -3.2585, 1.4948], [2.4704, -1.1440, 2.4891], [4.0074, -1.1411, 1.6070], [2.1108, 2.2949, -2.1549], [0.0648, 3.4923, -2.9188], [-1.9527, 3.4957, -1.4929], [-3.0957, 2.7680, 0.6049], [-2.9376, 1.5553, 2.7790], [-0.8066, 0.3967, 3.3435], [-2.2774, 0.1940, -3.0854], [-1.2566, -1.2530, -2.9874], [-0.7168, 0.2404, -2.2441], [-4.2101, -0.2460, -1.8841]],
  "mulliken_charge": [-1.637, 0.921, -1.058, -0.383, -0.018, 0.325, -0.002, -0.701, 0.428, -1.100, -0.570, -0.749, -0.249, 1.462, -0.779, -0.753, -0.346, -0.061, -0.960, -0.591, 0.717, -0.690, -0.625, -0.433, -0.352, 0.448, 1.350, -1.859, -0.930, 0.384, 0.377, 0.315, 0.409, 0.585, 0.113, 0.570, 0.433, 0.393, 0.415, 0.291, 0.243, 0.446, 0.567, 0.397, 0.433, 0.439, 0.420, 0.479, 0.420, 0.434, 0.257, 0.376],
  "total_energy_ev": -44636.365,
  "smiles": "Cc1ccc(NC(=O)[C@@H]2CCCN2S(=O)(=O)c2cccc3cccnc23)c(C)c1",
  "lumo_ev": -0.43,
  "e_homo_ev": -8.50
}

---

Entry 8:
{
  "formula": "C18H31Cl2HgN4O4",
  "method": "ωB97M-V/def2-TZVPD",
  "species": ["O", "C", "C", "C", "H", "C", "H", "C", "H", "C", "H", "C", "H", "H", "C", "C", "H", "H", "H", "C", "C", "H", "H", "H", "H", "Hg", "Cl", "Cl", "H", "H", "C", "C", "N", "H", "C", "O", "H", "H", "H", "H", "H", "H", "C", "C", "N", "H", "C", "O", "H", "H", "H", "H", "N", "C", "N", "O", "H", "H", "H", "H"],
  "positions_angstrom": [[-1.1156, 1.2477, -2.3841], [-2.0314, 1.7819, -3.1158], [-1.5264, 2.2572, -4.4462], [-0.1919, 2.6816, -4.5740], [0.4440, 2.7172, -3.6871], [0.3223, 3.0430, -5.8159], [1.3614, 3.3697, -5.8847], [-0.4867, 2.9859, -6.9599], [-0.0801, 3.2622, -7.9333], [-1.8202, 2.5744, -6.8443], [-2.4636, 2.5290, -7.7250], [-2.3381, 2.2203, -5.5981], [-3.3752, 1.8899, -5.5082], [-4.0364, 1.4412, -3.6313], [-3.7929, 3.5158, -2.9151], [-3.4231, 2.0056, -2.8802], [-4.8093, 3.6846, -2.5421], [-3.7254, 3.9143, -3.9314], [-3.0832, 4.0551, -2.2760], [-3.6001, 1.3927, -1.5416], [-3.4271, 2.1065, -0.2978], [-3.6451, 0.3061, -1.4993], [-3.7033, 3.1695, -0.3709], [-2.3833, 2.0439, 0.0742], [-4.0664, 1.6354, 0.4685], [1.0960, 0.4641, -1.7408], [2.6443, 2.2062, -2.1046], [0.3280, -1.7422, -1.4137], [5.1573, -1.7943, -2.2583], [6.2919, 0.2149, -0.7101], [4.2721, -1.1946, -1.9954], [5.2580, 0.4582, -0.4202], [4.3770, -0.6773, -0.6412], [3.3725, -1.8121, -2.0780], [3.9728, -1.4408, 0.4036], [3.3850, -2.5195, 0.2835], [5.2337, 0.7105, 0.6461], [4.2278, -0.9929, 1.3881], [4.2062, -0.3437, -2.6808], [4.9069, 1.3140, -1.0085], [-1.2750, -5.5042, 0.2754], [1.2783, -6.0754, -0.0997], [-1.0507, -4.5187, 0.6943], [1.1610, -5.0070, -0.3339], [0.3895, -4.3503, 0.7106], [-1.4361, -4.4402, 1.7156], [0.9590, -3.5315, 1.6094], [0.3185, -2.8498, 2.4310], [2.1483, -4.5392, -0.3982], [2.0623, -3.5037, 1.5419], [-1.5283, -3.7535, 0.0635], [0.6342, -4.9116, -1.2907], [0.8593, -0.0047, 2.2075], [-0.1903, 0.2572, 1.3683], [-1.2970, -0.5310, 1.5669], [-0.1649, 1.1862, 0.5297], [0.9410, -0.9359, 2.6134], [1.7077, 0.5020, 2.0034], [-1.9620, -0.5078, 0.8057], [-1.1388, -1.4393, 1.9989]],
  "mulliken_charge": [-0.889, -0.699, 0.778, -0.505, 0.277, -0.521, 0.364, -0.400, 0.336, -0.693, 0.350, -0.191, 0.206, 0.228, -1.703, 1.023, 0.407, 0.430, 0.355, -0.767, -1.075, 0.413, 0.395, 0.060, 0.355, 1.657, -0.653, -0.599, 0.321, 0.308, -1.004, -0.820, 0.387, 0.196, -0.046, -0.535, 0.281, 0.304, 0.398, 0.231, 0.417, 0.324, -0.995, -0.903, 0.212, 0.321, -0.003, -0.851, 0.277, 0.538, 0.239, 0.343, -0.443, 0.465, -0.412, -0.645, 0.307, 0.250, 0.253, 0.347],
  "total_charge": -1,
  "total_energy_ev": -62541.248,
  "lumo_ev": [2.51, 2.51],
  "e_homo_ev": [-3.65, -1.18]
}